Here is 10 unconnected molecules or ions with the total composition C24H44F12N5O22P from OMol25. Energies are from the ωB97M-V functional and the def2-TZVPD basis.

Properties
E	-119980.348	eV
LUMO	-0.08	eV
relative energy (zero: lowest compared OMol25 entry of this formula, charge and spin)	74.7	kcal/mol
max |F|	5.332	eV Å⁻¹
structure (SMILES)	CCOC(=O)C(F)(F)F.CCOC(=O)C(F)(F)F.CCOC(=O)C(F)(F)F.CCOC(=O)C(F)(F)F.COP(=O)(OC)OC.C[N+](=O)[O-].C[N+](=O)[O-].C[N+](=O)[O-].C[N+](=O)[O-].C[N+](=O)[O-]
gap between HOMO and LUMO	10.4	eV

The geometry in XYZ format:
```
108
Properties=species:S:1:pos:R:3:forces:R:3:lowdin_charge:R:1
C 6.447267 -1.372016 3.829280 -0.876 0.469 -0.029 0.05
N 5.299413 -2.266427 4.214552 3.860 0.228 2.021 -0.48
O 5.597206 -3.064585 5.100362 -0.959 -0.202 -0.625 0.04
O 4.259868 -2.043053 3.729396 -2.999 -0.247 -1.107 0.10
H 5.965713 -0.468963 3.454176 0.267 -0.068 -0.168 0.09
H 7.001091 -1.876941 3.037804 0.247 0.102 0.407 0.10
H 6.945273 -1.150725 4.773279 0.449 -0.274 -0.489 0.10
C -3.367289 -5.457222 -4.250193 1.668 -0.237 -0.530 0.02
N -4.479932 -6.238807 -3.817524 -2.147 -1.330 0.158 -0.47
O -4.918562 -5.906897 -2.740504 -0.598 -0.085 0.688 0.06
O -4.941211 -7.153139 -4.491173 0.650 0.695 0.061 0.06
H -2.675667 -6.157572 -4.718455 0.115 0.233 -0.062 0.11
H -2.986883 -5.095565 -3.294891 0.313 0.616 -0.679 0.11
H -3.685986 -4.727031 -4.994067 0.004 0.109 0.363 0.11
C 1.542859 -1.862901 10.084815 -0.518 0.534 -1.305 0.04
N 0.082950 -1.606010 10.184426 -0.056 -0.284 1.641 -0.46
O -0.255940 -0.927033 11.145171 -0.476 -0.099 -0.905 0.06
O -0.639677 -2.224786 9.427577 0.047 0.663 0.165 0.06
H 1.731078 -1.629912 9.036778 0.442 -0.464 -0.013 0.10
H 1.582858 -2.934084 10.282484 0.728 0.271 0.120 0.11
H 2.087782 -1.142157 10.694475 -0.167 -0.621 0.290 0.10
C 1.929065 10.245357 -1.655989 -0.965 0.841 0.417 0.03
N 3.081394 9.975106 -0.787034 3.073 -1.624 0.902 -0.41
O 3.192450 10.562716 0.296647 -0.535 -0.663 -1.932 0.06
O 3.890419 9.078165 -1.160168 -2.009 2.138 0.578 0.03
H 1.438228 11.114227 -1.217555 -0.179 -0.284 0.105 0.09
H 1.307892 9.353035 -1.578421 -0.018 0.161 -0.246 0.11
H 2.148249 10.524547 -2.686573 0.636 -0.578 0.185 0.10
C 10.542762 0.093666 -2.836454 -0.682 0.567 0.167 0.04
N 9.748259 0.353395 -4.094510 -0.784 1.370 0.654 -0.42
O 8.730489 1.104097 -3.967043 2.606 -2.282 -0.757 0.02
O 10.218668 -0.121303 -5.105936 -1.042 0.430 0.069 0.07
H 10.032707 -0.689107 -2.275009 -0.009 0.094 -0.101 0.10
H 10.461485 1.046019 -2.312507 0.241 -0.284 0.232 0.09
H 11.570986 -0.192205 -3.058087 -0.330 0.105 -0.267 0.09
C 1.392635 1.846140 -0.691388 1.762 -0.445 -0.398 -0.11
O 0.641291 1.712170 0.475175 -1.515 -0.758 1.153 -0.20
P -0.834934 2.226523 0.420297 -2.738 1.430 -1.203 0.45
O -0.936444 3.705122 0.225059 -0.115 -2.034 0.592 -0.25
O -1.503558 1.403905 -0.874088 0.262 0.107 1.671 -0.27
C -2.398231 1.936690 -1.878274 0.499 0.969 0.283 -0.09
O -1.566585 1.637763 1.740416 0.240 0.902 -0.668 -0.21
C -1.952109 0.278228 1.981456 1.105 -1.053 -0.866 -0.09
H 0.811571 1.798010 -1.612330 -0.034 0.186 0.149 0.09
H 2.050742 0.979392 -0.630115 0.228 0.102 -0.549 0.09
H 2.001871 2.744868 -0.595362 -0.149 0.091 -0.398 0.10
H -3.323536 2.415809 -1.558346 0.008 -0.323 0.941 0.08
H -2.699305 1.130600 -2.547353 0.542 0.039 0.005 0.09
H -1.867806 2.769241 -2.340464 0.057 -0.324 -0.606 0.08
H -2.914640 0.059016 2.443613 -0.259 1.194 -0.153 0.09
H -1.229262 -0.203395 2.639968 0.262 0.208 -0.063 0.09
H -1.919118 -0.227890 1.016645 -0.156 -0.283 0.104 0.08
C -1.248650 1.153013 -10.516857 0.837 -0.063 0.808 -0.04
C 0.038117 1.255265 -9.605970 -2.879 0.984 -0.030 -0.20
O 0.883200 0.192012 -9.954041 1.264 -0.713 0.651 0.02
C 1.106778 -0.790914 -9.087671 -3.185 -0.058 3.259 -0.31
O 0.409509 -1.097658 -8.069831 2.917 1.339 -4.257 0.10
C 2.399147 -1.536339 -9.423694 -0.660 0.547 0.215 -0.61
F 3.048024 -1.150833 -10.512865 0.252 0.822 0.046 0.18
F 3.154096 -1.386633 -8.339486 0.823 -0.186 0.010 0.18
F 2.106436 -2.785625 -9.622336 -0.218 -2.053 0.220 0.20
H -0.966405 0.449911 -11.300499 -0.254 0.463 -0.427 0.08
H -1.583411 2.130113 -10.865153 0.262 -0.140 -0.319 0.07
H -2.104611 0.711479 -10.006496 0.208 -0.083 0.279 0.07
H -0.277026 1.248039 -8.562548 0.275 -0.546 0.071 0.12
H 0.544468 2.213773 -9.719870 0.353 -0.316 -0.520 0.12
C -12.134073 4.642370 -1.496960 -1.326 1.711 -0.709 -0.06
C -11.493792 3.519070 -2.247944 -0.089 3.430 -1.476 -0.28
O -11.451688 2.510940 -1.372104 0.660 -3.612 1.948 0.06
C -10.721050 1.466933 -1.708754 2.039 0.281 -3.368 -0.34
O -10.130601 1.314177 -2.787206 -1.614 0.481 2.536 0.14
C -10.532650 0.468781 -0.597412 0.466 1.901 -0.296 -0.67
F -11.411478 0.594680 0.321759 -3.043 -0.038 2.025 0.22
F -10.602937 -0.703104 -1.120686 0.672 -2.295 -0.350 0.23
F -9.401101 0.741383 0.053487 1.592 -0.543 -0.520 0.18
H -13.201776 4.729940 -1.698088 -0.141 -0.176 0.098 0.08
H -11.701386 5.547091 -1.923985 -0.130 0.337 0.352 0.08
H -12.027860 4.661876 -0.412322 0.458 -0.337 -0.180 0.09
H -10.529015 3.951790 -2.512638 0.559 -0.983 -0.118 0.13
H -12.001180 3.273412 -3.180847 -0.099 -0.154 0.058 0.14
C -2.240038 -9.060517 3.321772 0.868 -2.150 -0.378 -0.05
C -1.031735 -9.890461 2.646604 -1.361 2.573 0.835 -0.18
O -1.478991 -10.724230 1.563544 -0.337 -1.860 0.357 0.00
C -1.878495 -12.011399 1.853088 -0.099 0.357 3.629 -0.29
O -1.879861 -12.498673 2.996768 0.030 1.255 -3.636 0.11
C -2.413473 -12.777322 0.578267 2.637 1.510 1.075 -0.55
F -1.887746 -12.134766 -0.457425 -0.801 0.448 -1.102 0.16
F -1.802254 -13.971889 0.532634 -1.506 -0.404 0.445 0.16
F -3.738875 -12.759616 0.550623 0.492 -0.810 -0.272 0.20
H -2.786196 -9.815985 3.886640 -0.302 0.306 0.231 0.06
H -2.923624 -8.613371 2.600053 0.323 0.009 -0.135 0.07
H -1.840180 -8.310743 4.004444 0.044 -0.062 -0.115 0.07
H -0.437400 -10.360879 3.429923 -0.293 -0.587 -0.332 0.12
H -0.431958 -9.082534 2.227501 0.304 -0.581 -0.603 0.11
C 7.747875 6.005325 5.454604 1.520 1.093 -0.595 -0.07
C 7.258926 6.479082 6.811022 -0.232 -2.153 -0.202 -0.18
O 5.819179 6.432135 6.736651 -1.426 0.046 0.835 0.01
C 5.156654 5.249934 6.828059 1.886 0.629 -0.152 -0.38
O 5.648565 4.161923 6.868458 0.109 0.130 0.149 0.17
C 3.644150 5.448633 6.853468 0.445 -0.276 0.007 -0.53
F 3.323080 6.064499 8.024225 -0.393 -0.598 -1.069 0.16
F 3.262686 6.165859 5.802407 -0.376 0.444 0.303 0.18
F 3.072662 4.240624 6.736191 -0.220 0.748 0.661 0.16
H 7.484968 6.762436 4.715850 -0.085 0.035 -0.077 0.08
H 7.495713 5.043516 5.008001 -0.690 -0.095 0.898 0.08
H 8.837678 5.985826 5.461472 0.221 0.152 0.064 0.08
H 7.611051 7.454226 7.147469 -0.573 0.312 -0.748 0.13
H 7.600711 5.839349 7.624668 -0.185 -0.474 -0.079 0.12
```
Forces are in eV/Å.